Entry 1:
The following is a quantum chemistry calculation of a cluster of 3 separate species, C35H42F6O11S in total in a non-equilibrium geometry, from the Open Molecules 2025 dataset.

```
95
C35H42F6O11S ωB97M-V/def2-TZVPD
C 3.955 1.451 -4.276
C 4.395 1.225 -3.031
C 3.452 1.176 -1.845
C 3.698 0.105 -0.723
C 2.308 -0.408 -0.331
C 1.390 0.665 0.272
C 0.092 -0.050 0.702
C -1.117 0.891 0.845
C -2.388 0.156 0.466
O -2.461 -1.093 1.117
C -3.385 -1.959 0.508
O 4.172 0.883 0.442
S 5.693 1.303 0.141
O 6.389 1.202 1.376
O 5.820 2.520 -0.576
O 6.016 0.051 -0.788
C 4.840 -0.891 -0.855
C 5.028 -1.592 -2.220
C 5.363 -3.069 -2.194
O 6.412 -3.486 -1.777
C 4.380 -4.036 -2.782
C 4.799 -5.335 -3.064
C 3.942 -6.259 -3.639
C 2.635 -5.910 -3.959
C 2.198 -4.621 -3.669
C 3.064 -3.701 -3.093
C 5.182 -1.762 0.368
C 4.157 -2.798 0.739
O 3.448 -3.365 -0.050
C 4.001 -3.070 2.216
C 4.509 -4.210 2.823
C 4.342 -4.353 4.194
C 3.696 -3.382 4.949
C 3.171 -2.250 4.336
C 3.340 -2.099 2.964
H 4.445 0.965 -5.110
H 3.144 2.151 -4.441
H 5.455 1.060 -2.897
H 3.443 2.151 -1.358
H 2.453 1.047 -2.243
H 1.833 -0.778 -1.240
H 2.325 -1.225 0.384
H 1.838 1.088 1.167
H 1.121 1.414 -0.468
H -0.148 -0.755 -0.100
H 0.252 -0.663 1.586
H -1.173 1.237 1.876
H -0.992 1.695 0.121
H -2.374 -0.025 -0.619
H -3.270 0.778 0.656
H -3.210 -2.955 0.909
H -4.419 -1.690 0.743
H -3.231 -2.014 -0.573
H 4.157 -1.382 -2.830
H 5.846 -1.090 -2.727
H 5.824 -5.588 -2.831
H 4.272 -7.259 -3.882
H 1.945 -6.595 -4.428
H 1.190 -4.329 -3.924
H 2.669 -2.712 -2.915
H 6.172 -2.192 0.242
H 5.275 -1.106 1.231
H 5.032 -4.954 2.241
H 4.711 -5.220 4.724
H 3.573 -3.492 6.016
H 2.658 -1.473 4.881
H 2.953 -1.201 2.499
C -8.655 1.413 2.490
C -8.482 0.304 1.476
O -8.153 0.836 0.176
C -6.884 1.150 -0.016
O -5.991 1.035 0.771
C -6.684 1.666 -1.450
F -7.636 2.538 -1.800
F -6.719 0.655 -2.328
F -5.506 2.275 -1.568
H -9.396 2.135 2.144
H -8.981 1.003 3.445
H -7.722 1.954 2.646
H -9.415 -0.239 1.343
H -7.725 -0.414 1.789
C -5.295 6.356 -1.029
C -4.347 5.751 -0.017
O -4.499 6.373 1.273
C -5.503 5.927 2.013
O -6.282 5.071 1.715
C -5.509 6.651 3.370
F -5.328 7.968 3.224
F -4.522 6.182 4.147
F -6.661 6.460 4.005
H -5.159 7.437 -1.079
H -5.117 5.931 -2.016
H -6.333 6.170 -0.755
H -3.316 5.927 -0.315
H -4.485 4.673 0.068
```

Values from the calculation:
SMILES: C=CC[C@]1(CCCCCOC)OS(=O)(=O)OC1(CC(=O)c1ccccc1)CC(=O)c1ccccc1.CCOC(=O)C(F)(F)F.CCOC(=O)C(F)(F)F
HOMO energy: -9.23 eV
Gap between HOMO and LUMO: 9.39 eV

Entry 2:
The following is a quantum chemistry calculation of a structure of composition C35H42MnN3O2PS2, from the Open Molecules 2025 dataset.

```
86
C35H42MnN3O2PS2 ωB97M-V/def2-TZVPD
Mn -0.027 -0.270 0.146
C 3.459 -0.014 -3.394
C 2.786 -0.669 -2.190
C 1.375 -1.122 -2.540
C 2.800 0.310 -1.016
C 4.215 0.600 -0.505
O 4.123 0.387 0.920
C 2.923 -0.117 1.189
N 2.107 -0.208 0.193
C 2.766 -0.530 2.604
C 3.950 -0.924 3.231
C 3.958 -1.342 4.550
C 2.778 -1.353 5.271
C 1.597 -0.954 4.664
C 1.564 -0.544 3.334
P -0.054 -0.038 2.656
C -1.275 -0.993 3.592
C -1.852 -0.544 4.778
C -2.743 -1.355 5.465
C -3.055 -2.617 4.979
C -2.476 -3.074 3.803
C -1.592 -2.263 3.109
C -0.268 1.696 3.147
C -1.557 2.238 3.142
C -1.753 3.575 3.450
C -0.662 4.388 3.741
C 0.619 3.858 3.732
C 0.818 2.514 3.440
H 3.511 -0.708 -4.232
H 4.478 0.305 -3.172
H 2.896 0.865 -3.719
H 3.368 -1.548 -1.891
H 0.715 -0.263 -2.707
H 0.951 -1.761 -1.758
H 1.381 -1.715 -3.456
H 2.289 1.228 -1.323
H 4.560 1.616 -0.669
H 4.951 -0.104 -0.895
H 4.875 -0.907 2.673
H 4.886 -1.655 5.008
H 2.769 -1.669 6.305
H 0.681 -0.972 5.238
H -1.609 0.435 5.172
H -3.189 -1.002 6.385
H -3.749 -3.248 5.519
H -2.715 -4.059 3.425
H -1.137 -2.631 2.195
H -2.413 1.605 2.936
H -2.756 3.982 3.475
H -0.815 5.430 3.989
H 1.467 4.485 3.973
H 1.821 2.104 3.467
C -6.625 1.658 -2.061
C -5.164 1.940 -1.870
C -4.518 1.614 -0.674
C -3.175 1.893 -0.487
C -2.460 2.490 -1.519
C -3.073 2.812 -2.724
C -4.424 2.545 -2.886
S -0.727 2.801 -1.363
C -0.719 4.089 -0.130
O -0.156 1.600 -0.613
H -7.045 1.126 -1.210
H -6.793 1.061 -2.958
H -7.178 2.590 -2.186
H -5.081 1.141 0.121
H -2.683 1.638 0.444
H -2.504 3.272 -3.524
H -4.911 2.808 -3.817
H -1.210 3.722 0.771
H -1.237 4.955 -0.540
H 0.322 4.335 0.071
C -1.182 -4.190 -2.223
N -1.612 -2.925 -2.815
C -1.891 -1.828 -2.130
S -1.819 -1.826 -0.398
N -2.272 -0.734 -2.785
C -2.425 -0.654 -4.228
H -1.010 -4.895 -3.031
H -1.949 -4.585 -1.559
H -0.261 -4.055 -1.660
H -1.758 -2.914 -3.813
H -2.582 0.039 -2.215
H -1.484 -0.889 -4.731
H -2.701 0.364 -4.486
H -3.209 -1.324 -4.587
```

Values from the calculation:
2S+1: 6
Total charge: +2
ΔE to the lowest compared entry with this formula, charge and spin: 6.06 kcal per mole
HOMO energy (spin up / spin down): -13.22 / -13.70 eV
Gap between HOMO and LUMO (spin up / spin down): 8.56 / 8.85 eV